Entry 1:
C2H7N3O | the ωB97M-V functional and the def2-TZVPD basis

- Energy relative to the best compared isomer or geometry (same formula, charge and spin): 381.6 kJ/mol
- LUMO level: 0.66 eV
- E: -8702.322 eV
- SMILES string: C/C(O)=N/NN
- F_max: 7.60 eV Å⁻¹

Element x y z (Å)
C (0.169, 0.288, -0.578)
C (-0.069, -0.342, -2.115)
N (-0.107, -0.397, 0.455)
N (-0.409, -0.700, 2.684)
N (0.372, -0.068, 1.673)
O (0.782, 1.517, -0.554)
H (-0.708, -1.104, -2.257)
H (-0.203, 0.555, -2.883)
H (0.998, -0.672, -2.410)
H (-1.352, -0.604, 2.318)
H (-0.175, -1.592, 3.002)
H (0.388, 0.953, 1.777)
H (0.313, 2.165, -1.113)

---

Entry 2:
C19H31N3O | the ωB97M-V functional and the def2-TZVPD basis

- Energy relative to the best compared isomer or geometry (same formula, charge and spin): 19.6 kJ/mol
- LUMO level: 0.69 eV
- E: -26724.478 eV
- SMILES string: C=C(C)c1cccc(C(C)(C)NC(=O)NCCN(CC)CC)c1
- F_max: 0.55 eV Å⁻¹

Element x y z (Å)
C (0.500, 1.893, -3.703)
C (1.434, 2.688, -3.192)
C (1.971, 2.463, -1.839)
C (1.124, 2.041, -0.818)
C (1.591, 1.775, 0.460)
C (2.940, 1.976, 0.726)
C (3.790, 2.419, -0.272)
C (3.317, 2.662, -1.547)
H (4.000, 2.985, -2.317)
H (4.837, 2.570, -0.051)
H (3.338, 1.790, 1.711)
C (0.625, 1.331, 1.550)
N (-0.552, 0.686, 0.973)
C (-0.462, -0.391, 0.135)
O (0.555, -1.029, -0.040)
N (-1.636, -0.664, -0.528)
H (-2.477, -0.233, -0.175)
C (-1.829, -1.952, -1.154)
H (-2.177, -1.809, -2.184)
H (-0.849, -2.431, -1.173)
C (-2.850, -2.807, -0.390)
N (-2.424, -3.019, 0.976)
C (-1.410, -4.049, 1.150)
C (-0.264, -3.547, 2.025)
H (0.229, -2.711, 1.539)
H (0.461, -4.341, 2.181)
H (-0.635, -3.219, 2.993)
H (-1.009, -4.321, 0.172)
H (-1.840, -4.959, 1.593)
C (-3.492, -3.064, 1.950)
C (-4.532, -4.178, 1.758)
H (-5.054, -4.060, 0.811)
H (-4.058, -5.156, 1.769)
H (-5.262, -4.141, 2.562)
H (-4.004, -2.096, 1.931)
H (-3.029, -3.172, 2.934)
H (-3.802, -2.267, -0.372)
H (-3.007, -3.747, -0.945)
H (-1.391, 1.242, 0.942)
C (0.142, 2.576, 2.303)
H (0.989, 3.085, 2.756)
H (-0.558, 2.295, 3.088)
H (-0.345, 3.270, 1.620)
C (1.268, 0.342, 2.529)
H (0.495, -0.075, 3.172)
H (2.010, 0.830, 3.153)
H (1.732, -0.467, 1.974)
H (0.075, 1.923, -1.043)
C (2.004, 3.839, -3.970)
H (2.084, 4.725, -3.342)
H (3.001, 3.594, -4.335)
H (1.377, 4.067, -4.829)
H (0.123, 1.040, -3.166)
H (0.102, 2.051, -4.691)

---

Entry 3:
C5H11NO3 | the ωB97M-V functional and the def2-TZVPD basis

- Energy relative to the best compared isomer or geometry (same formula, charge and spin): 178.8 kJ/mol
- LUMO level: 0.68 eV
- E: -12994.999 eV
- SMILES string: C/C(N)=C(/C)O.O=CO
- F_max: 3.35 eV Å⁻¹

Element x y z (Å)
C (-0.289, 0.609, 0.060)
C (0.956, 0.319, 0.613)
C (-1.534, 0.509, 0.926)
C (2.241, 0.988, 0.240)
C (-0.459, -1.692, -1.191)
N (-0.401, 1.543, -0.976)
O (-0.743, -2.430, -0.066)
O (1.093, -0.575, 1.636)
O (-1.238, -1.637, -2.132)
H (-1.637, -2.787, -0.239)
H (0.390, -1.251, 1.535)
H (0.667, -1.560, -1.259)
H (-1.362, 1.693, -1.276)
H (0.174, 1.299, -1.779)
H (-1.438, -0.209, 1.743)
H (-2.385, 0.199, 0.312)
H (-1.773, 1.485, 1.364)
H (2.175, 1.564, -0.684)
H (3.040, 0.250, 0.130)
H (2.522, 1.683, 1.041)

---

Entry 4:
C2H3Br2FSi | the ωB97M-V functional and the def2-TZVPD basis

- Energy relative to the best compared isomer or geometry (same formula, charge and spin): 337.2 kJ/mol
- LUMO level (spin up / spin down): -2.61 / -2.72 eV
- E: -152802.870 eV
- F_max: 3.38 eV Å⁻¹

Element x y z (Å)
C (0.980, 0.159, 1.205)
C (-0.211, -0.277, 0.608)
F (-1.278, -1.669, -1.738)
Si (-0.403, -0.458, -1.173)
Br (-2.340, 2.420, -0.682)
Br (1.445, -0.704, -2.366)
H (0.976, 0.298, 2.250)
H (1.958, 0.662, 0.734)
H (-1.128, -0.431, 1.163)

---

Entry 5:
C4H6OS | the ωB97M-V functional and the def2-TZVPD basis

- Energy relative to the best compared isomer or geometry (same formula, charge and spin): 490.1 kJ/mol
- LUMO level (spin up / spin down): 0.14 / -0.06 eV
- E: -17123.051 eV
- F_max: 2.65 eV Å⁻¹

Element x y z (Å)
C (2.950, -0.365, -0.301)
C (0.347, -0.752, 0.422)
C (-1.648, 0.753, 0.223)
C (-0.700, -0.234, -0.494)
O (1.711, -0.449, 0.131)
S (4.238, 0.480, 0.029)
H (0.246, -1.643, 1.012)
H (-2.651, 0.345, 0.317)
H (-1.717, 1.689, -0.325)
H (-1.280, 0.974, 1.220)
H (-0.210, 0.265, -1.331)
H (-1.287, -1.063, -0.902)

---

Entry 6:
C16H15FO4 | the ωB97M-V functional and the def2-TZVPD basis

- LUMO level: 0.08 eV
- E: -27742.578 eV
- SMILES string: COc1ccc(C(=O)COc2ccc(F)cc2)c(O)c1C
- F_max: 0.55 eV Å⁻¹

Element x y z (Å)
C (-1.131, 3.977, 1.976)
H (-1.075, 4.627, 2.848)
O (0.102, 3.299, 1.930)
C (0.324, 2.399, 0.946)
C (1.574, 1.775, 0.974)
C (1.898, 0.832, -0.003)
C (0.949, 0.483, -1.003)
C (-0.284, 1.149, -1.011)
C (-0.596, 2.089, -0.063)
H (-1.552, 2.584, -0.108)
H (-1.004, 0.929, -1.782)
C (1.282, -0.547, -1.964)
O (2.414, -1.017, -2.083)
C (0.193, -1.095, -2.889)
O (-1.080, -1.276, -2.313)
C (-1.212, -2.135, -1.262)
C (-2.491, -2.208, -0.707)
C (-2.747, -3.042, 0.360)
C (-1.713, -3.805, 0.873)
C (-0.441, -3.751, 0.341)
C (-0.188, -2.913, -0.732)
H (0.808, -2.882, -1.140)
H (0.345, -4.358, 0.761)
F (-1.956, -4.622, 1.923)
H (-3.731, -3.106, 0.796)
H (-3.272, -1.600, -1.135)
H (0.040, -0.377, -3.702)
H (0.569, -2.031, -3.324)
O (3.109, 0.270, 0.042)
H (3.193, -0.338, -0.733)
C (2.555, 2.135, 2.048)
H (2.143, 1.891, 3.025)
H (3.483, 1.593, 1.901)
H (2.751, 3.205, 2.031)
H (-1.290, 4.586, 1.081)
H (-1.968, 3.282, 2.098)

---

Q: Which of these has the highest E?
A: C2H7N3O

---

Q: Which value of E does entry 4 give?
A: -152802.870 eV